This record from the OMol25 dataset describes 8 unconnected molecules or ions with the total composition C56H132BrN7O3. The level of theory is ωB97M-V with the def2-TZVPD basis set.

Last columns: bonded neighbours and bond lengths (Å).
Cartesian coordinates (Å):
1 H 1.144 -0.118 3.435  C121 1.090
2 H 1.766 1.269 6.307  C120 1.090
3 H -5.989 1.729 -4.903  C137 1.090
4 H -2.960 4.749 2.180  C85 1.090
5 H 3.532 -3.283 -1.210  C115 1.090
6 C -8.076 0.484 -2.445  N20 1.565, H122 1.090, C143 1.583, H184 1.090
7 H -2.122 -2.752 3.609  C87 1.090
8 C -7.989 1.434 -5.615  H57 1.090, H105 1.090, C137 1.525, H139 1.090
9 H -8.980 -0.182 -0.600  C143 1.090
10 H -1.899 5.485 -4.455  C144 1.090
11 H -1.385 0.685 3.433  C195 1.090
12 C 0.103 5.167 3.041  C35 1.563, H107 1.090, H134 1.090, H188 1.090
13 H -0.621 -4.402 -4.144  C18 1.090
14 H -6.692 -1.616 -3.115  C109 1.090
15 H 5.343 -0.649 1.810  C151 1.090
16 H -0.962 -5.091 3.670  C54 1.090
17 H 0.623 6.794 -3.641  C158 1.090
18 C -0.622 -3.509 -4.769  H13 1.090, H23 1.090, H44 1.090, N155 1.543
19 H -5.996 4.445 -0.970  C92 1.090
20 N -6.879 0.432 -3.451  C6 1.565, C37 1.586, C109 1.566, C137 1.552
21 C -3.854 -2.206 2.327  C81 1.567, C87 1.546, H118 1.090, H172 1.090
22 H -2.230 -3.393 -0.476  C150 1.090
23 H -0.066 -3.679 -5.690  C18 1.090
24 H 1.029 -1.052 5.420  C113 1.090
25 H -2.987 -1.660 -1.973  C76 1.090
26 H 0.199 3.689 -1.465  C112 1.090
27 H 6.212 -7.515 1.575  C189 1.090
28 C 2.978 -1.640 -0.010  H46 1.090, H67 1.090, H84 1.090, C115 1.537
29 H 0.366 -1.155 -5.698  C60 1.090
30 H -1.393 -1.159 4.730  C111 1.090
31 H 4.938 -5.062 2.782  C110 1.090
32 C 4.922 1.473 2.393  N101 1.571, H104 1.090, H114 1.090, C151 1.575
33 Br -0.634 0.954 0.250  no bonds
34 H 1.276 -3.802 -2.968  C190 1.090
35 C -0.133 3.621 3.070  C12 1.563, H50 1.090, H162 1.090, C196 1.576
36 H 0.377 5.877 -5.136  C158 1.090
37 C -5.530 0.609 -2.638  N20 1.586, H68 1.090, H163 1.090, C178 1.528
38 N -1.310 4.672 -2.463  C112 1.516, C144 1.560, C146 1.543, C164 1.559
39 H -2.649 -0.924 -3.492  C76 1.090
40 H -7.829 -1.133 -4.414  C109 1.090
41 H 1.278 1.605 -2.215  C135 1.090
42 H -3.515 -4.278 0.278  C150 1.090
43 N 4.628 -5.127 0.709  C51 1.521, C61 1.540, C89 1.545, C110 1.562
44 H -1.654 -3.311 -5.059  C18 1.090
45 H 1.146 1.450 2.641  C121 1.090
46 H 3.874 -1.113 -0.339  C28 1.090
47 C 4.023 -7.348 1.653  C89 1.556, H128 1.090, H142 1.090, C189 1.509
48 O -6.239 2.408 -1.048  C92 1.431, C178 1.401
49 C 7.342 1.824 4.140  C71 1.555, H96 1.090, H192 1.090, H197 1.090
50 H -1.220 3.550 3.025  C35 1.090
51 C 5.146 -5.453 -0.684  N43 1.521, H55 1.090, H127 1.090, H149 1.090
52 H 0.163 -0.863 7.030  C113 1.090
53 H 2.341 -3.746 -5.177  C159 1.090
54 C -0.561 -5.521 2.752  H16 1.090, H70 1.090, C93 1.555, C171 1.515
55 H 5.397 -6.513 -0.639  C51 1.090
56 H 1.550 -2.005 -2.640  C190 1.090
57 H -8.129 2.333 -6.214  C8 1.090
58 H 1.962 5.000 -3.345  C66 1.090
59 H 2.384 -3.701 0.074  C115 1.090
60 C -0.182 -1.080 -4.759  H29 1.090, C154 1.543, N155 1.566, H169 1.090
61 C 4.387 -3.607 0.749  N43 1.540, C115 1.501, H125 1.090, H175 1.090
62 C -1.054 -2.353 -2.648  C76 1.581, N155 1.543, H181 1.090, H186 1.090
63 H -8.097 -1.491 -1.270  C143 1.090
64 O 1.564 0.259 -3.754  C135 1.383, C154 1.418
65 H -0.755 -1.824 1.100  C90 1.090
66 C 0.918 4.692 -3.402  H58 1.090, C112 1.566, C158 1.525, H177 1.090
67 H 2.642 -1.277 0.961  C28 1.090
68 H -5.332 -0.234 -1.975  C37 1.090
69 H -6.054 -1.095 -4.797  C109 1.090
70 H 0.349 -4.949 2.570  C54 1.090
71 C 7.456 1.614 2.603  C49 1.555, H74 1.090, N101 1.587, H131 1.090
72 H -1.857 -0.263 6.131  C111 1.090
73 H -0.555 3.473 5.089  C196 1.090
74 H 7.529 0.530 2.513  C71 1.090
75 H 3.000 1.114 -2.554  C135 1.090
76 C -2.526 -1.857 -2.941  H25 1.090, H39 1.090, C62 1.581, H91 1.090
77 H 6.451 0.527 0.406  C123 1.090
78 H -1.226 -5.335 0.786  C93 1.090
79 H -3.922 5.368 0.918  C85 1.090
80 H -2.770 3.528 -3.352  C146 1.090
81 C -3.712 -2.187 0.766  C21 1.567, H130 1.090, C150 1.505, H180 1.090
82 C -2.238 4.348 0.019  C85 1.564, H148 1.090, C164 1.495, H182 1.090
83 C 3.113 4.948 0.108  H99 1.090, H103 1.090, O124 1.418, H174 1.090
84 H 2.271 -1.349 -0.787  C28 1.090
85 C -2.881 5.175 1.180  H4 1.090, H79 1.090, C82 1.564, H88 1.090
86 H -1.914 6.104 -1.097  C164 1.090
87 C -2.761 -3.175 2.834  H7 1.090, C21 1.546, N102 1.498, H179 1.090
88 H -2.386 6.103 1.466  C85 1.090
89 C 3.438 -6.074 0.978  N43 1.545, C47 1.556, H132 1.090, H183 1.090
90 C -0.594 -2.835 1.475  H65 1.090, N102 1.566, H138 1.090, H198 1.090
91 H -3.151 -2.623 -3.399  C76 1.090
92 C -6.070 3.604 -0.281  H19 1.090, O48 1.431, H116 1.090, H167 1.090
93 C -1.682 -5.121 1.753  C54 1.555, H78 1.090, H100 1.090, N102 1.570
94 H 0.357 5.482 -1.421  C112 1.090
95 H 0.234 1.638 6.793  C120 1.090
96 H 8.298 1.625 4.624  C49 1.090
97 H -1.807 1.705 4.761  C195 1.090
98 H 5.533 1.870 -0.213  C123 1.090
99 H 3.350 5.999 0.273  C83 1.090
100 H -2.653 -5.606 1.851  C93 1.090
101 N 6.206 2.135 1.775  C32 1.571, C71 1.587, C123 1.538, C136 1.549
102 N -1.962 -3.581 1.633  C87 1.498, C90 1.566, C93 1.570, C150 1.564
103 H 2.330 4.560 0.761  C83 1.090
104 H 4.175 1.827 1.683  C32 1.090
105 H -7.642 0.582 -6.200  C8 1.090
106 H -0.168 1.054 -4.602  C154 1.090
107 H 1.169 5.337 3.192  C12 1.090
108 H 1.314 3.386 4.731  C196 1.090
109 C -6.817 -1.026 -4.022  H14 1.090, N20 1.566, H40 1.090, H69 1.090
110 C 5.487 -5.514 1.956  H31 1.090, N43 1.562, H129 1.090, C189 1.494
111 C -1.095 -0.316 5.353  H30 1.090, H72 1.090, C113 1.585, C195 1.511
112 C 0.145 4.612 -2.042  H26 1.090, N38 1.516, C66 1.566, H94 1.090
113 C 0.331 -0.474 6.026  H24 1.090, H52 1.090, C111 1.585, C120 1.589
114 H 4.770 1.971 3.351  C32 1.090
115 C 3.288 -3.138 -0.158  H5 1.090, C28 1.537, H59 1.090, C61 1.501
116 H -5.165 3.445 0.306  C92 1.090
117 H 2.633 -2.018 -4.975  C159 1.090
118 H -3.799 -1.198 2.740  C21 1.090
119 H 4.162 4.055 2.134  C140 1.090
120 C 0.736 1.062 6.016  H2 1.090, H95 1.090, C113 1.589, N193 1.570
121 C 1.312 0.948 3.594  H1 1.090, H45 1.090, H170 1.090, N193 1.546
122 H -8.175 1.561 -2.310  C6 1.090
123 C 6.433 1.615 0.346  H77 1.090, H98 1.090, N101 1.538, H165 1.090
124 O 4.350 4.263 0.222  C83 1.418, C140 1.389
125 H 5.414 -3.280 0.587  C61 1.090
126 H -1.478 6.751 -3.251  C144 1.090
127 H 6.054 -4.919 -0.964  C51 1.090
128 H 4.049 -8.148 0.913  C47 1.090
129 H 6.533 -5.213 1.894  C110 1.090
130 H -4.711 -2.160 0.329  C81 1.090
131 H 8.321 2.166 2.236  C71 1.090
132 H 2.813 -6.209 0.095  C89 1.090
133 H 0.292 -7.301 3.523  C171 1.090
134 H 0.108 5.412 1.979  C12 1.090
135 C 2.009 1.304 -2.966  H41 1.090, O64 1.383, H75 1.090, H157 1.090
136 C 6.250 3.682 1.732  N101 1.549, C140 1.513, H160 1.090, H187 1.090
137 C -6.984 1.591 -4.478  H3 1.090, C8 1.525, N20 1.552, H194 1.090
138 H 0.057 -3.438 0.841  C90 1.090
139 H -8.909 1.001 -5.223  C8 1.090
140 C 4.949 4.407 1.467  H119 1.090, O124 1.389, C136 1.513, H199 1.090
141 H 3.381 -3.115 -3.855  C159 1.090
142 H 3.368 -7.569 2.496  C47 1.090
143 C -8.059 -0.410 -1.138  C6 1.583, H9 1.090, H63 1.090, H168 1.090
144 C -1.272 5.740 -3.601  H10 1.090, N38 1.560, H126 1.090, C158 1.559
145 H -1.071 2.922 -3.734  C146 1.090
146 C -1.770 3.296 -2.987  N38 1.543, H80 1.090, H145 1.090, H147 1.090
147 H -1.763 2.565 -2.178  C146 1.090
148 H -2.844 3.450 -0.102  C82 1.090
149 H 4.250 -5.385 -1.300  C51 1.090
150 C -2.892 -3.391 0.390  H22 1.090, H42 1.090, C81 1.505, N102 1.564
151 C 4.967 -0.079 2.659  H15 1.090, C32 1.575, H152 1.090, H173 1.090
152 H 3.958 -0.482 2.748  C151 1.090
153 H -3.268 5.216 -1.628  C164 1.090
154 C 0.167 0.214 -3.994  C60 1.543, O64 1.418, H106 1.090, H176 1.090
155 N -0.108 -2.367 -3.868  C18 1.543, C60 1.566, C62 1.543, C190 1.602
156 H -1.483 -7.334 3.282  C171 1.090
157 H 2.227 2.098 -3.680  C135 1.090
158 C 0.213 5.874 -4.058  H17 1.090, H36 1.090, C66 1.525, C144 1.559
159 C 2.475 -2.955 -4.440  H53 1.090, H117 1.090, H141 1.090, C190 1.559
160 H 6.971 3.830 0.928  C136 1.090
161 H -4.350 1.851 -1.369  C178 1.090
162 H 0.318 3.219 2.163  C35 1.090
163 H -4.726 0.291 -3.301  C37 1.090
164 C -2.243 5.082 -1.283  N38 1.559, C82 1.495, H86 1.090, H153 1.090
165 H 7.354 2.060 -0.030  C123 1.090
166 H 5.639 -7.351 3.119  C189 1.090
167 H -6.957 3.779 0.328  C92 1.090
168 H -7.176 -0.273 -0.514  C143 1.090
169 H -1.244 -1.055 -5.000  C60 1.090
170 H 2.328 1.184 3.910  C121 1.090
171 C -0.526 -7.032 2.856  C54 1.515, H133 1.090, H156 1.090, H185 1.090
172 H -4.879 -2.435 2.619  C21 1.090
173 H 5.450 -0.481 3.550  C151 1.090
174 H 2.668 4.924 -0.886  C83 1.090
175 H 4.105 -3.465 1.792  C61 1.090
176 H -0.463 0.381 -3.121  C154 1.090
177 H 0.808 3.860 -4.098  C66 1.090
178 C -5.269 1.947 -1.947  C37 1.528, O48 1.401, H161 1.090, H191 1.090
179 H -3.219 -4.050 3.294  C87 1.090
180 H -3.109 -1.335 0.452  C81 1.090
181 H -0.632 -1.875 -1.764  C62 1.090
182 H -1.202 4.056 0.193  C82 1.090
183 H 2.788 -5.542 1.673  C89 1.090
184 H -9.002 0.360 -3.006  C6 1.090
185 H -0.328 -7.475 1.880  C171 1.090
186 H -1.023 -3.378 -2.280  C62 1.090
187 H 6.704 4.101 2.630  C136 1.090
188 H -0.437 5.808 3.737  C12 1.090
189 C 5.417 -6.998 2.112  H27 1.090, C47 1.509, C110 1.494, H166 1.090
190 C 1.354 -2.791 -3.369  H34 1.090, H56 1.090, N155 1.602, C159 1.559
191 H -5.057 2.730 -2.675  C178 1.090
192 H 7.094 2.847 4.423  C49 1.090
193 N 0.291 1.545 4.590  C120 1.570, C121 1.546, C195 1.557, C196 1.564
194 H -7.155 2.553 -3.994  C137 1.090
195 C -1.125 0.908 4.468  H11 1.090, H97 1.090, C111 1.511, N193 1.557
196 C 0.286 3.107 4.500  C35 1.576, H73 1.090, H108 1.090, N193 1.564
197 H 6.637 1.210 4.700  C49 1.090
198 H -0.242 -2.756 2.503  C90 1.090
199 H 5.244 5.432 1.691  C140 1.090

The value obtained for the HOMO energy is -20.0 eV. The net charge is +6. The gap between HOMO and LUMO is 8.81 eV.